(1)
C8H12ClN2O2S | ωB97M-V/def2-TZVPD

Computed properties:
- maximum force (eV Å⁻¹) = 4.392
- HOMO level (eV) = -12.72
- E (eV) = -38913.609
- gap between HOMO and LUMO (eV) = 7.9
- LUMO level (eV) = -4.85
- energy above the lowest of the compared OMol25 structures with the same formula, charge and spin (eV) = 1.970

Geometry as ORCA input:
```
! RIJCOSX wB97M-V def2-TZVPD def2/J DEFGRID3
* xyz 1 1
Cl 3.41248 -1.13818 0.85850
C 1.07687 1.39085 1.34213
H 1.07834 1.61890 2.43658
C 2.05387 2.00342 0.50039
H -0.22835 -3.32382 -1.66154
N 2.19321 -0.24622 -1.21789
H -4.30539 -0.40028 0.94334
C 1.24709 1.06288 -1.32023
S 0.77005 -2.11833 0.28529
H -1.09546 -1.75022 -1.26870
O 0.02554 0.78095 -0.70094
H -2.14952 -0.35027 -0.37168
C -0.03583 0.94443 0.60609
C -0.02412 -2.32153 -1.33587
H -2.89449 -1.32101 1.69384
H 3.16843 0.01575 -1.31138
O -1.16316 0.71420 1.14740
C -3.34299 -0.36707 1.43203
H 0.62976 -1.79345 -2.05672
H 2.74066 2.61857 0.94558
H 1.09537 1.19321 -2.44075
N 1.97391 2.05406 -0.79724
C 2.09653 -1.09098 -0.26352
H -2.69934 1.07015 -0.22423
C -2.32483 0.35389 0.45861
H -3.29861 0.40008 2.32093
*
```

(2)
C8H12CoN2O3S | ωB97M-V/def2-TZVPD

Computed properties:
- maximum force (eV Å⁻¹) = 8.988
- ⟨S²⟩ = 3.786
- HOMO level (alpha / beta) (eV) = -17.72 / -17.83
- E (eV) = -66056.611
- gap between HOMO and LUMO (alpha / beta) (eV) = 9.5 / 5.9
- LUMO level (alpha / beta) (eV) = -8.25 / -11.95
- energy above the lowest of the compared OMol25 structures with the same formula, charge and spin (eV) = 0.000

Geometry as ORCA input:
```
! RIJCOSX wB97M-V def2-TZVPD def2/J DEFGRID3
* xyz 2 4
C -0.79003 0.43364 -0.25760
H 0.52009 -2.23143 0.49534
N -0.04327 1.36480 0.36938
C -1.18749 -1.18970 -3.86760
C 0.00861 1.55375 1.83753
H -1.39491 -2.98880 1.86343
H -0.02028 -2.66829 2.93410
H 1.46722 1.95302 3.35757
O 0.67419 2.67163 -4.33531
H 0.02058 2.24954 -0.15096
Co -0.11250 -0.06472 -3.09425
H 0.73536 -0.78408 1.50023
C -0.01029 -1.50158 1.13032
H -0.37512 0.64966 2.32870
C 0.38870 1.63657 -3.91498
H 2.12906 1.10807 1.94422
H -1.35286 -1.50016 2.82902
N -0.99213 -0.78526 0.28200
O -1.96082 -1.94276 -4.29178
C -0.74083 -2.20634 2.25615
H 1.74561 2.84029 1.85198
H -0.66902 2.38360 2.09409
S -1.61158 0.85654 -1.72087
H -1.54335 -1.40765 -0.31089
C 1.42444 1.88255 2.26987
C 1.35444 -0.88856 -3.54817
O 2.33616 -1.42429 -3.85153
*
```

(3)
C8H12F2O2 | ωB97M-V/def2-TZVPD

Computed properties:
- maximum force (eV Å⁻¹) = 7.073
- HOMO level (eV) = -8.56
- E (eV) = -18017.054
- gap between HOMO and LUMO (eV) = 9.3
- LUMO level (eV) = 0.75

Geometry as ORCA input:
```
! RIJCOSX wB97M-V def2-TZVPD def2/J DEFGRID3
* xyz 0 1
H 0.35234 1.67850 0.13496
H 1.77269 -1.67386 2.71253
C 0.86022 0.06811 1.93975
H 1.85501 0.85368 -0.60303
H 0.26428 1.26343 -2.61739
O 1.28079 -1.35189 0.11528
C 0.12967 0.51389 -1.76119
H 1.62334 -0.28222 3.77274
C 0.67113 -0.17955 0.55399
H -2.79801 0.33494 -3.04493
O -1.77709 0.32618 -2.97505
C -1.31821 -0.66619 0.61448
H -1.85043 1.26726 -1.06889
F -1.42307 -1.76288 1.39661
H 0.44689 -0.50824 -2.03173
H -1.64263 0.31217 1.09608
C 0.80070 0.83251 -0.41897
H 1.27969 -2.14767 0.79535
C -1.33295 0.39253 -1.62323
C 1.43975 -0.72685 2.80077
H 0.52523 1.05991 2.22282
H -1.16303 -1.86156 -1.27333
F -3.18787 -1.12842 -1.01796
C -1.68577 -0.90951 -0.91599
*
```